No. 1
The following is a quantum chemistry calculation of a structure of composition C3H2BeO4 at a distorted geometry, from the Open Molecules 2025 dataset.

LUMO level (alpha / beta)   -12.68 / -12.68 eV
Highest occupied orbital energy (alpha / beta)   -20.23 / -20.23 eV
Total charge   +2

Each line ends with the Löwdin charge.
CARTESIAN COORDINATES (ANGSTROEM)
C  1.81486  0.74580  0.45013  -0.0815
C  0.59926  0.78052  -0.57551  0.1366
O  0.30177  -0.22351  -1.19072  0.0891
O  2.15700  1.76503  0.97991  0.2297
H  2.38750  -0.20227  0.48275  0.1786
H  -0.26031  1.30010  0.00150  0.1989
O  -2.18612  -1.05245  0.42909  0.0569
O  -1.83987  -1.68185  -0.70960  0.1054
C  -2.29311  -0.46191  1.41829  0.4813
Be  -0.68098  -0.96945  -1.28584  0.6049



No. 2
The following is a quantum chemistry calculation of a structure of composition C6H12O, from the Open Molecules 2025 dataset.

LUMO level   0.53 eV
Highest occupied orbital energy   -7.03 eV

Each line ends with the Löwdin charge.
CARTESIAN COORDINATES (ANGSTROEM)
C  -1.56482  -1.78180  -1.69541  -0.1221
C  -0.70383  -0.58635  -1.29822  -0.2728
C  -0.66535  -0.36609  0.21602  -0.1946
C  0.22269  0.78265  0.59530  -0.3166
C  1.74307  0.85848  0.49903  -0.0693
O  1.76266  1.43693  1.86502  -0.0079
C  0.45057  1.38318  1.88880  -0.2151
H  -1.19629  -2.70443  -1.23081  0.0716
H  -2.60402  -1.64142  -1.37431  0.0729
H  -1.56610  -1.92894  -2.78045  0.0687
H  -1.07149  0.32726  -1.78244  0.1135
H  0.32250  -0.73583  -1.66351  0.1085
H  -0.34585  -1.30412  0.70359  0.1164
H  -1.68463  -0.16148  0.57326  0.1211
H  -0.10062  2.13912  0.66556  0.0876
H  2.17543  1.60708  -0.17825  0.1236
H  2.31448  -0.07563  0.47620  0.1278
H  -0.10582  1.57513  2.80033  0.1318
H  -0.01122  3.09875  1.32754  0.0551



No. 3
The following is a quantum chemistry calculation of a structure of composition C48H36AsF9NO8PPdSTe, from the Open Molecules 2025 dataset.

LUMO level   -1.25 eV
Highest occupied orbital energy   -7.82 eV

Each line ends with the Löwdin charge.
CARTESIAN COORDINATES (ANGSTROEM)
Pd  -0.92346  1.08224  0.53340  0.8495
O  2.86555  4.01503  0.13258  -0.2487
As  1.13338  3.73970  0.00354  0.9481
O  0.33476  5.12078  0.21016  -0.3929
O  0.87797  2.60225  1.34472  -0.8350
C  1.09718  2.70571  -1.62307  -0.2459
C  2.33209  2.27954  -2.10385  -0.0919
C  2.41336  1.54396  -3.27659  -0.0581
C  1.26320  1.25379  -3.99201  -0.0420
C  0.03096  1.68096  -3.52372  -0.0450
C  -0.05748  2.39665  -2.33983  -0.2700
S  -1.70502  2.79404  -1.77245  0.4875
O  -2.08701  4.07695  -2.26651  -0.2470
O  -2.51118  1.65417  -2.15283  -0.3204
O  -1.51381  2.83879  -0.26314  -0.5018
H  2.99083  4.94340  0.37192  0.0692
H  3.23103  2.53128  -1.55975  0.0921
H  3.37725  1.19835  -3.62860  0.1091
H  1.32167  0.68481  -4.91042  0.1134
H  -0.87818  1.43583  -4.05596  0.1201
C  6.97705  -0.51859  -3.44357  -0.0520
C  5.78915  -1.43988  -3.33180  -0.2322
C  5.61323  -2.44191  -4.28173  -0.0569
C  4.53639  -3.31051  -4.20895  -0.0786
C  3.60771  -3.18074  -3.19174  -0.0338
C  3.77386  -2.18925  -2.23125  -0.1954
N  2.82937  -1.96986  -1.20937  0.1122
C  2.07698  -2.90307  -0.54304  -0.1688
C  2.43700  -4.25899  -0.49588  -0.0203
C  1.67996  -5.16745  0.21358  -0.0717
C  0.54745  -4.77123  0.92349  -0.0884
C  0.20549  -3.43575  0.92013  -0.0270
C  0.94631  -2.49547  0.19916  -0.0699
C  0.50114  -1.09091  0.19638  -0.6198
O  -0.27248  -0.70968  1.17651  -0.2577
O  0.82027  -0.27594  -0.68366  -0.0372
C  4.87195  -1.31871  -2.28374  -0.1649
C  5.03281  -0.29171  -1.19289  -0.0325
H  7.54452  -0.73878  -4.34636  0.0740
H  7.65178  -0.62804  -2.59208  0.0842
H  6.67540  0.52978  -3.48626  0.0808
H  6.33130  -2.53930  -5.08674  0.1059
H  4.40744  -4.08024  -4.95894  0.1033
H  2.74214  -3.82924  -3.15269  0.1132
H  2.44288  -1.03339  -1.16511  0.1044
H  3.32622  -4.58912  -1.01469  0.1087
H  1.98411  -6.20685  0.22036  0.1074
H  -0.04652  -5.49320  1.46643  0.1023
H  -0.65970  -3.08556  1.46787  0.1113
H  4.96654  -0.76894  -0.21270  0.0907
H  4.23744  0.45844  -1.21911  0.0535
H  5.98572  0.22726  -1.26289  0.0686
F  -7.18506  5.05019  -1.22113  0.1482
C  -7.50578  3.74992  -1.18811  -0.5843
F  -7.91953  3.40217  -2.41671  0.1428
F  -8.57143  3.62827  -0.36855  0.1405
C  -6.36217  2.89408  -0.71413  -0.1016
C  -5.43319  3.42098  0.17298  0.0226
C  -4.40834  2.62027  0.64230  -0.0653
C  -4.31812  1.29549  0.22088  -0.3578
C  -5.24689  0.77472  -0.67127  -0.0480
C  -6.27449  1.57764  -1.13867  0.0131
P  -2.95294  0.29991  0.83884  1.0532
C  -3.03382  -1.34226  0.08093  -0.3267
C  -3.59388  -2.43093  0.73682  -0.0452
C  -3.53302  -3.69334  0.16072  0.0048
C  -2.91316  -3.85415  -1.06631  -0.1115
C  -2.36783  -2.76540  -1.73673  0.0178
C  -2.42682  -1.50846  -1.16575  -0.0611
C  -2.78754  -5.21503  -1.69591  -0.5854
F  -1.50062  -5.59181  -1.79217  0.1461
F  -3.29067  -5.22620  -2.94396  0.1445
F  -3.43023  -6.16371  -0.99797  0.1393
C  -3.30909  0.06511  2.60500  -0.3182
C  -2.27323  -0.22232  3.49386  -0.0490
C  -2.55110  -0.42408  4.83435  0.0120
C  -3.86004  -0.33657  5.29022  -0.1097
C  -4.89458  -0.04671  4.41597  0.0078
C  -4.61758  0.15522  3.07237  -0.0549
C  -4.14539  -0.59944  6.74434  -0.5863
F  -5.33567  -0.11246  7.12444  0.1421
F  -4.15631  -1.92099  7.00552  0.1458
F  -3.21251  -0.05251  7.54055  0.1448
H  -5.49718  4.45628  0.47718  0.1316
H  -3.66199  3.03668  1.30690  0.1211
H  -5.16256  -0.24648  -1.01833  0.1128
H  -6.99544  1.18481  -1.84212  0.1274
H  -4.05351  -2.30998  1.70927  0.1101
H  -3.95402  -4.54684  0.67282  0.1238
H  -1.88274  -2.90492  -2.69412  0.1351
H  -1.99313  -0.65446  -1.67439  0.0967
H  -1.25399  -0.29243  3.13986  0.0851
H  -1.74916  -0.63859  5.52802  0.1300
H  -5.90944  0.03031  4.78016  0.1257
H  -5.42439  0.39628  2.39208  0.1134
Te  2.13656  1.23797  2.14037  1.4799
C  3.76459  2.46070  2.60728  -0.5750
C  3.74218  3.27683  3.73608  -0.1374
C  4.85135  4.04569  4.05693  -0.0802
C  5.99005  3.98287  3.26554  -0.0772
C  6.02226  3.15839  2.14892  -0.0779
C  4.90948  2.40198  1.81540  -0.1567
H  2.85575  3.31740  4.35584  0.0961
H  4.82967  4.68627  4.92878  0.1056
H  6.85749  4.57748  3.52170  0.1053
H  6.91104  3.11161  1.53309  0.1058
H  4.92214  1.77312  0.93372  0.0748



No. 4
The following is a quantum chemistry calculation of a cluster of 2 separate species, C14H16 in total at a distorted geometry, from the Open Molecules 2025 dataset.

Structure (SMILES)   Cc1ccccc1.Cc1ccccc1
LUMO level   0.91 eV
Highest occupied orbital energy   -8.79 eV

Each line ends with the Löwdin charge.
CARTESIAN COORDINATES (ANGSTROEM)
C  0.42306  0.22390  4.00663  -0.0730
C  1.29420  0.54050  2.78976  -0.3164
C  1.20802  1.83242  2.32105  -0.0796
C  1.99858  2.20589  1.25511  -0.1334
C  2.96076  1.41351  0.72049  -0.0925
C  3.07952  0.11146  1.29487  -0.0837
C  2.21115  -0.33955  2.26040  -0.0769
H  -0.74297  0.37513  3.78344  0.1187
H  0.89696  0.86449  4.82719  0.0974
H  0.40027  -0.81057  4.42536  0.0649
H  0.41834  2.52326  2.46857  0.1034
H  2.01323  3.31954  0.89526  0.1394
H  3.72895  1.73456  0.01852  0.1025
H  3.76108  -0.62269  0.96693  0.0827
H  2.35854  -1.32992  2.84890  0.1453
C  -3.61169  -0.19598  -3.52563  -0.0829
C  -2.57199  -0.55788  -2.54402  -0.2937
C  -1.86042  0.42778  -1.81815  -0.0022
C  -0.75081  -0.13066  -1.13468  -0.1134
C  -0.35533  -1.42054  -1.10999  -0.0788
C  -1.17664  -2.32343  -1.87662  -0.0892
C  -2.10234  -1.84000  -2.71101  -0.1074
H  -4.10902  -0.90490  -4.14826  0.0617
H  -3.23672  0.55946  -4.22973  0.0925
H  -4.51100  0.15139  -3.05511  0.0728
H  -2.16440  1.44512  -1.91812  0.1030
H  -0.18614  0.62677  -0.62098  0.0868
H  0.52047  -1.68656  -0.59139  0.0820
H  -0.97072  -3.45245  -1.74444  0.1293
H  -2.65346  -2.47727  -3.49546  0.1407



No. 5
The following is a quantum chemistry calculation of a cluster of 2 separate species, C2H2F3N3 in total at a distorted geometry, from the Open Molecules 2025 dataset.

LUMO level (alpha / beta)   -0.89 / -0.89 eV
Highest occupied orbital energy (alpha / beta)   -9.57 / -9.56 eV

Each line ends with the Löwdin charge.
CARTESIAN COORDINATES (ANGSTROEM)
C  1.01266  -0.64748  0.02608  -0.0181
C  0.95667  0.67962  -0.08388  -0.0032
N  -0.23291  -1.03280  0.58513  -0.0694
N  -0.27570  0.99484  0.44463  -0.1354
N  -1.12882  -0.01381  0.61329  0.1518
F  -0.78265  -2.19668  -0.00896  0.0348
F  -0.86698  2.19050  0.20775  0.0939
F  -1.92552  -0.02405  -1.04730  -0.3454
H  1.72993  -1.47436  -0.36636  0.1680
H  1.51332  1.52422  -0.37039  0.1229



No. 6
The following is a quantum chemistry calculation of a structure of composition C24H45ClIrN4O7S2Si, from the Open Molecules 2025 dataset.

2S+1   6
LUMO level (alpha / beta)   -4.79 / -9.04 eV
Expectation value of S²   8.765
Highest occupied orbital energy (alpha / beta)   -13.53 / -14.37 eV
Total charge   +2

Each line ends with the Löwdin charge.
CARTESIAN COORDINATES (ANGSTROEM)
Ir  -0.41448  -0.59289  -0.06224  1.0410
C  -2.44912  0.32538  2.35554  -0.0456
C  -1.10298  0.56539  3.02049  -0.5769
C  -0.86788  2.05547  3.19853  -0.0058
C  -0.97134  -0.18938  4.33122  -0.0009
O  -0.08449  -0.00940  2.09300  -0.3179
Si  1.59250  0.03892  2.22499  -0.0802
S  2.02717  -0.49542  0.16574  0.6218
O  2.01696  1.55583  2.42493  -0.1362
C  3.15428  2.30601  2.97131  -0.5987
C  2.76385  3.76673  2.83545  -0.0124
C  4.37451  1.97722  2.12730  -0.0120
C  3.33912  1.90757  4.42464  -0.0081
O  2.12538  -1.03677  3.26248  -0.1187
C  2.93101  -2.24726  3.38199  -0.6085
C  2.89198  -2.61611  4.85569  -0.0076
C  4.34347  -1.93398  2.92258  -0.0175
C  2.29254  -3.32817  2.52925  -0.0176
H  -3.24347  0.56200  3.06520  0.1053
H  -2.57526  -0.72074  2.05966  0.0575
H  -2.56994  0.96738  1.48325  0.0595
H  -1.71912  2.47690  3.73469  0.1082
H  -0.77772  2.55724  2.23658  0.0934
H  0.02798  2.25398  3.77957  0.0792
H  -1.68703  0.20222  5.05397  0.1077
H  0.02647  -0.06405  4.75109  0.0913
H  -1.15515  -1.25598  4.20214  0.0889
H  2.56414  4.01582  1.79406  0.0959
H  3.57667  4.39975  3.18992  0.1016
H  1.87739  3.98972  3.42827  0.0866
H  4.19085  2.22128  1.08128  0.0960
H  4.63030  0.91996  2.20644  0.0708
H  5.23544  2.55360  2.46404  0.1045
H  2.44235  2.12887  5.00329  0.0937
H  4.16367  2.47434  4.85619  0.1049
H  3.56926  0.84777  4.52053  0.0719
H  3.31302  -1.81505  5.46062  0.0936
H  3.47410  -3.51954  5.03207  0.1013
H  1.86703  -2.79720  5.17763  0.0923
H  4.77321  -1.13207  3.52155  0.0886
H  4.36325  -1.64092  1.87152  0.0749
H  4.97640  -2.81306  3.03626  0.1039
H  1.27283  -3.52295  2.85805  0.0852
H  2.86301  -4.25412  2.61302  0.1067
H  2.28576  -3.03728  1.47324  0.0590
O  0.03022  2.93912  -2.10453  -0.1888
Cl  -0.64243  1.76976  -1.75280  0.6938
O  -1.94967  1.68248  -2.36157  -0.3652
O  0.11231  0.55671  -2.10172  -0.4601
O  -0.83388  1.66781  -0.28528  -0.4448
N  0.44678  -4.71502  -0.89352  0.1643
C  0.42943  -3.39288  -1.11005  -0.1489
N  -0.25267  -2.74668  -0.18605  -0.0981
C  -0.71087  -3.71549  0.70376  -0.2446
C  -1.45685  -3.59779  1.87480  -0.0258
C  -1.73618  -4.75854  2.56442  -0.0590
C  -1.28638  -6.01068  2.11256  -0.0509
C  -0.54392  -6.14013  0.95792  0.0171
C  -0.26873  -4.96433  0.26434  -0.1798
H  0.91342  -5.39238  -1.47594  0.1815
H  0.93203  -2.93125  -1.94447  0.1477
H  -1.77483  -2.63426  2.24574  0.0788
H  -2.30476  -4.71058  3.48274  0.1145
H  -1.52536  -6.89266  2.68949  0.1186
H  -0.19441  -7.10281  0.61469  0.1255
C  -5.30232  2.59688  0.64324  -0.0568
C  -5.46159  1.78855  -0.62886  -0.1766
N  -4.25760  0.98763  -0.92618  0.0626
C  -4.08662  -0.31097  -0.91667  -0.6656
S  -2.63225  -0.93066  -1.70888  0.9488
N  -4.87033  -1.23419  -0.39039  0.0409
C  -5.97340  -1.07852  0.57567  -0.2035
C  -6.08538  -2.34161  1.40460  -0.0584
H  -6.19373  3.19870  0.81114  0.0933
H  -4.45259  3.27554  0.56813  0.0880
H  -5.15332  1.95675  1.51239  0.0608
H  -5.59114  2.44250  -1.49200  0.1384
H  -6.32402  1.12881  -0.60678  0.1074
H  -3.48284  1.50983  -1.33410  0.0918
H  -4.66746  -2.18971  -0.65129  0.1351
H  -6.89892  -0.88628  0.03107  0.1283
H  -5.74900  -0.21872  1.20603  0.1098
H  -6.31728  -3.20477  0.78146  0.0896
H  -6.89367  -2.23412  2.12421  0.0942
H  -5.16443  -2.53684  1.95217  0.0756